# 1
24
Properties=species:S:1:pos:R:3 method="wB97M-V/def2-TZVPD" smiles="CC(C)(C)PC1=NCCO1" de_lowest_kj_mol=110.7 fmax_ev_per_a=3.4 homo_lumo_gap_ha=0.3502 e_homo_ev=-8.65
C 2.4272 1.0055 0.8683
C 0.8457 0.8856 0.9481
C 0.3444 2.0186 1.8275
C 0.2567 -0.4385 1.4751
P 0.2974 1.2028 -0.8690
C -0.7898 -0.1194 -1.5134
N -1.8113 -0.7654 -1.0559
C -2.3542 -1.5384 -2.1324
C -1.4601 -1.1007 -3.3991
O -0.4774 -0.2833 -2.8123
H 2.9757 0.2845 0.2108
H 2.6035 2.0037 0.4903
H 2.7696 0.9609 1.9144
H 0.4850 1.6619 2.8103
H -0.7944 2.2042 1.8321
H 0.8482 3.0016 1.7640
H -0.8275 -0.5848 1.0170
H 0.8125 -1.3089 1.3403
H 0.1265 -0.3533 2.5497
H 1.4366 0.7893 -1.6532
H -3.4037 -1.2046 -2.3296
H -2.2214 -2.5784 -1.9078
H -1.0889 -1.9308 -3.9395
H -2.0290 -0.5140 -4.0347


# 2
24
Properties=species:S:1:pos:R:3 method="wB97M-V/def2-TZVPD" de_lowest_kj_mol=232.9 fmax_ev_per_a=6.3 charge=+1 homo_lumo_gap_ha=0.3433 e_homo_ev=-13.83
C 1.2362 -0.7702 -2.5204
C 0.7085 -2.1328 -1.1296
C 0.8408 0.0416 1.4796
C 1.0458 -0.6847 -0.9954
C -0.4872 0.5329 0.9126
C -1.7193 0.4704 1.7107
C -0.2385 2.1157 0.6416
N -0.7549 0.1645 -0.4626
O 0.8412 -2.0948 -2.5156
S 2.0323 0.1197 0.0845
H 0.5095 -0.1236 -3.0961
H 2.2272 -0.4730 -2.8571
H 1.4535 -2.8466 -0.7346
H -0.3179 -2.3775 -0.7377
H 1.1784 0.5793 2.3419
H 0.7930 -1.0219 1.6873
H -2.5407 1.0338 1.4184
H -1.8015 0.5948 2.7572
H -1.9887 -0.5736 1.6682
H -1.1704 2.5028 0.3011
H 0.5772 2.0892 -0.1292
H 0.1716 2.4845 1.5975
H -1.0887 0.9124 -1.0100
H -1.5075 -0.5428 -0.4123


# 3
22
Properties=species:S:1:pos:R:3 method="wB97M-V/def2-TZVPD" de_lowest_kj_mol=97.7 fmax_ev_per_a=3.7 multiplicity=2 charge=-1 s2=0.76 homo_lumo_gap_ha="0.1284 / 0.2560" e_homo_ev="0.61 / -3.14"
C -1.0300 1.7555 -0.8168
C 0.3735 1.2778 -0.3592
C 1.4503 2.0671 -0.0054
C -0.4815 -1.0708 -0.4000
C 0.6300 -0.2259 -0.5389
C 1.9499 -0.7916 -0.3911
C -0.6311 -2.5452 -0.1822
H -1.3702 1.0457 -1.5858
H -1.1116 2.8095 -1.1523
H -1.7779 1.4403 -0.0375
H 2.4337 1.6606 0.2962
H 1.3953 3.1791 0.1590
H -1.4472 -0.7162 -0.5523
H 2.0481 -1.8444 -0.5459
H 2.4096 -0.5820 0.5924
H 2.6747 -0.2223 -1.0001
H 0.1314 -3.1628 -0.7687
H -1.5967 -2.8652 -0.4740
H -0.5376 -2.7664 0.8416
H -1.3305 -0.1593 2.0393
H -2.1077 1.1497 2.8298
O -2.0745 0.5668 2.0518


# 4
22
Properties=species:S:1:pos:R:3 method="wB97M-V/def2-TZVPD" de_lowest_kj_mol=383.2 fmax_ev_per_a=7.5 homo_lumo_gap_ha=0.3359 e_homo_ev=-8.24
C -0.2406 -0.5118 -0.5347
C 0.9638 0.4962 0.6304
C -1.4350 -0.2575 0.1328
C -1.1419 0.5483 -1.1044
C 0.4147 -1.7154 -1.1141
C 2.2597 0.6181 -0.1447
C -1.9666 0.0328 1.4857
O 0.4979 1.7271 1.1111
H 1.0304 2.4699 0.8075
H 1.0686 -0.1751 1.4897
H -2.0872 -1.3995 -0.4087
H -1.7062 0.3393 -2.0037
H -0.8205 1.5785 -1.0130
H 0.8381 -2.3390 -0.3260
H -0.3315 -2.2993 -1.6529
H 1.2046 -1.4321 -1.8086
H 2.6952 -0.3576 -0.3458
H 2.0982 1.1411 -1.0904
H 2.9920 1.1991 0.4274
H -3.0522 0.1215 1.4346
H -1.7093 -0.7658 2.1816
H -1.5722 0.9811 1.8461


# 5
22
Properties=species:S:1:pos:R:3 method="wB97M-V/def2-TZVPD" smiles="C/C=C/C=C/CC.O" de_lowest_kj_mol=199.8 fmax_ev_per_a=2.4 homo_lumo_gap_ha=0.3284 e_homo_ev=-8.25
C 0.9112 -2.6894 1.8542
C 1.3714 -1.3902 1.2630
C 0.5187 -0.5040 0.7425
C 0.7470 0.9001 0.3172
C -0.3830 1.5552 0.0218
C -0.4694 2.9354 -0.6268
C 0.8739 3.6873 -0.4590
H 1.5539 -3.5745 1.7529
H -0.0166 -2.9199 1.3220
H 0.8418 -2.4934 2.9297
H 2.4403 -1.3113 1.0741
H -0.5157 -0.8211 0.7240
H 1.7614 1.2507 0.2919
H -1.3524 0.9909 0.0428
H -0.6923 2.6608 -1.6497
H -1.2495 3.4576 -0.0626
H 1.2118 3.5157 0.5516
H 1.7736 3.4646 -1.0309
H 0.7313 4.7483 -0.4566
O -3.3514 -4.3640 -3.2596
H -2.6943 -4.2264 -2.5685
H -4.0116 -4.8725 -2.7740


# 6
23
Properties=species:S:1:pos:R:3 method="wB97M-V/def2-TZVPD" de_lowest_kj_mol=504.3 fmax_ev_per_a=1.1 homo_lumo_gap_ha="0.2624 / 0.2625" e_homo_ev="-7.72 / -7.73"
C -0.6428 0.2232 -1.7463
C 0.6451 -0.5823 -1.8867
C -0.4677 1.6772 -2.1876
C -1.2235 0.1916 -0.3051
O -2.3122 0.7357 -0.0447
H -1.4253 -0.2384 -2.3568
H -1.2192 -1.0172 -0.0654
H 0.9825 -0.5853 -2.9252
H 1.4355 -0.1507 -1.2709
H -1.3952 2.2310 -2.0430
H 0.5046 -1.6215 -1.5793
H 0.3195 2.1586 -1.6044
H -0.1880 1.7277 -3.2422
C 1.3311 0.0270 2.9635
C 0.5105 -0.8810 2.1935
C -0.0693 -1.9166 1.7738
O -0.0656 0.5985 0.6682
H -0.5096 1.2594 1.2198
H 0.7202 0.7308 3.5327
H 1.9524 -0.5420 3.6635
H 1.9829 0.5940 2.2952
H -0.7310 -1.6923 0.8048
H -0.1349 -2.9275 2.1426


# 7
22
Properties=species:S:1:pos:R:3 method="wB97M-V/def2-TZVPD" de_lowest_kj_mol=555.3 fmax_ev_per_a=4.1 homo_lumo_gap_ha=0.2905 e_homo_ev=-8.80
C -1.1428 -1.3088 1.0858
C -1.3007 -0.6662 -0.2935
C -0.0865 -0.0879 -0.9351
C 1.0040 -1.0988 -0.6555
C 1.7686 -0.0632 0.2133
C 0.8193 0.9612 -0.3392
C 0.2457 1.9141 0.6228
H -2.0809 -1.5101 1.6195
H -0.2239 -0.6665 1.5161
H -0.7037 -2.4697 0.8470
H -1.5794 -1.5351 -0.9717
H -1.9993 1.8817 -1.4814
H -0.3188 0.2045 -2.0042
H 0.8020 -2.0463 -0.1018
H 1.5065 -1.6183 -1.4665
H 1.6539 -0.0403 1.3844
H 2.8768 0.0163 -0.3030
H 1.1288 1.3606 -1.3282
H 1.0019 2.6592 0.9730
H -0.7046 2.4068 0.2601
H 0.0599 1.2749 1.5907
S -2.7267 0.4319 -0.2325


# 8
22
Properties=species:S:1:pos:R:3 method="wB97M-V/def2-TZVPD" smiles="CC=[S@@]1(C)=CCCC1" de_lowest_kj_mol=764.9 fmax_ev_per_a=3.9 homo_lumo_gap_ha="0.2514 / 0.2515" e_homo_ev="-6.89 / -6.89"
C -2.8892 0.4394 0.6906
C -1.7783 -0.5961 0.6161
S -0.4403 0.1850 -0.1839
C -0.8795 0.0864 -1.9222
C 1.4209 1.3911 -0.4748
C 2.4682 0.4554 -0.0807
C 1.9627 -0.6155 0.8675
C 0.7550 -1.2395 0.2266
H -3.7109 0.0761 1.3417
H -2.4316 1.3951 1.0006
H -3.2766 0.6141 -0.2212
H -1.4854 -0.7038 1.7190
H -1.5420 0.9922 -2.0794
H -0.0610 0.2437 -2.5333
H -1.2700 -0.8797 -2.1113
H 1.1274 2.2008 0.3393
H 3.0791 0.1003 -0.9396
H 3.3796 0.9571 0.4667
H 2.7514 -1.3854 1.0392
H 1.6870 -0.1761 1.8887
H 1.0234 -1.7679 -0.7337
H 0.1101 -1.7726 1.0838